C36H62F6N4O10PS5 | wB97M-V/def2-TZVPD

The geometry in XYZ format:
```
124
C36H62F6N4O10PS5 (wB97M-V/def2-TZVPD)
P 0.78 0.11 0.18
F 2.26 -0.36 0.76
F 1.33 0.06 -1.37
F 0.34 -1.48 0.15
F -0.59 0.61 -0.44
F 0.21 0.18 1.69
F 1.28 1.62 0.25
C -2.87 0.54 5.24
C -1.99 -0.43 4.49
C -2.83 -1.67 4.21
C -2.10 -2.82 3.74
N -1.54 -3.72 3.30
H -3.74 0.82 4.64
H -2.20 1.34 5.55
H -3.20 0.21 6.23
H -1.18 -0.77 5.13
H -1.59 0.08 3.62
H -3.55 -1.36 3.45
H -3.37 -1.93 5.11
C -0.29 3.34 2.22
C 0.64 4.58 2.16
C -0.26 5.79 1.75
S -1.86 5.42 2.56
O -2.85 5.26 1.51
O -2.01 6.49 3.57
C -1.31 3.75 3.29
H 0.26 2.50 2.66
H -0.84 3.10 1.32
H 1.27 4.40 1.29
H 1.22 4.78 3.06
H -0.53 5.75 0.69
H -0.01 6.83 1.99
H -2.20 3.15 3.47
H -0.80 3.97 4.23
C -4.89 0.39 0.71
C -3.45 0.12 0.19
C -3.18 -1.38 0.24
S -4.77 -2.31 0.58
O -4.76 -2.69 1.98
O -5.05 -3.27 -0.50
C -5.83 -0.81 0.40
H -5.34 1.25 0.21
H -4.92 0.55 1.79
H -2.77 0.69 0.82
H -3.30 0.44 -0.84
H -2.42 -1.79 0.90
H -2.87 -1.72 -0.74
H -6.72 -1.02 0.98
H -5.94 -0.79 -0.69
C 1.47 -4.72 1.51
C 1.28 -6.04 2.27
C -0.08 -6.68 1.96
S -0.30 -6.35 0.20
O -1.71 -6.06 -0.25
O 0.60 -7.28 -0.48
C 0.63 -4.70 0.19
H 2.53 -4.58 1.29
H 1.06 -3.93 2.14
H 1.44 -5.96 3.34
H 2.03 -6.69 1.82
H -0.82 -6.09 2.50
H -0.25 -7.72 2.24
H -0.12 -3.93 0.36
H 1.11 -4.72 -0.79
C -1.79 -2.27 -5.32
C -0.46 -1.76 -4.66
C -0.66 -2.03 -3.19
S -1.50 -3.62 -3.04
O -2.56 -3.64 -2.05
O -0.42 -4.59 -3.01
C -2.17 -3.64 -4.75
H -1.61 -2.29 -6.40
H -2.57 -1.55 -5.08
H -0.26 -0.70 -4.84
H 0.37 -2.33 -5.08
H -1.36 -1.28 -2.81
H 0.25 -2.10 -2.59
H -3.24 -3.70 -4.56
H -1.79 -4.55 -5.21
C 1.28 1.72 -4.56
C 2.25 0.47 -4.54
C 3.73 1.00 -4.59
S 3.67 2.46 -5.71
O 4.00 2.14 -7.06
O 4.30 3.61 -5.10
C 1.83 2.66 -5.66
H 1.39 2.16 -3.57
H 0.22 1.46 -4.64
H 1.91 -0.20 -5.33
H 2.12 -0.13 -3.63
H 4.46 0.23 -4.84
H 3.99 1.39 -3.60
H 1.43 2.14 -6.53
H 1.48 3.69 -5.81
N 2.38 -0.67 3.88
C 3.56 -0.48 4.56
C 3.67 -1.56 5.45
C 2.63 -2.47 5.19
C 1.84 -1.90 4.25
H 1.97 -0.10 3.15
H 4.19 0.37 4.35
H 4.51 -1.69 6.11
H 2.43 -3.43 5.64
H 0.93 -2.30 3.82
N -0.37 3.95 -1.38
C -1.51 4.72 -1.48
C -1.17 5.92 -2.13
C 0.28 5.83 -2.40
C 0.72 4.61 -1.92
H -0.42 3.00 -1.03
H -2.42 4.32 -1.08
H -1.85 6.73 -2.33
H 0.93 6.63 -2.71
H 1.70 4.17 -1.85
N 3.96 1.05 -0.67
C 5.23 0.65 -0.33
C 6.03 1.73 -0.45
C 5.31 2.89 -0.83
C 4.02 2.39 -1.00
H 3.14 0.46 -0.63
H 5.52 -0.35 -0.02
H 7.08 1.66 -0.22
H 5.78 3.86 -0.93
H 3.13 2.92 -1.31
```

Values from the calculation:
- LUMO (spin up / spin down) (eV) = -1.40 / -5.67
- net charge = 0
- 2S+1 = 2
- HOMO energy (spin up / spin down) (eV) = -8.205 / -8.199
- frontier orbital gap (spin up / spin down) (eV) = 6.8 / 2.5

Atom charges from the Löwdin analysis, given in e for atoms 1 to 4: atom 1 (P): 0.205, atom 2 (F): -0.182, atom 3 (F): -0.168, atom 4 (F): -0.156



C36H62LaN8O6 | wB97M-V/def2-TZVPD

The geometry in XYZ format:
```
113
C36H62LaN8O6 (wB97M-V/def2-TZVPD)
La 1.72 0.30 -0.93
C -3.60 1.70 5.10
C -3.20 0.47 4.28
C -4.47 -0.21 3.74
C -2.47 -0.51 5.22
C -2.31 0.83 3.10
C -1.64 -0.15 2.42
C -0.79 0.16 1.34
N -0.23 -0.69 0.47
C -0.56 -1.96 0.26
C -1.69 -2.66 0.75
C -1.79 -4.01 0.61
C -0.74 -4.71 -0.03
C 0.31 -4.09 -0.66
C 0.39 -2.65 -0.62
O 1.22 -1.97 -1.29
C 1.39 -4.86 -1.41
C 1.36 -4.46 -2.89
C 1.20 -6.38 -1.33
C 2.75 -4.51 -0.80
C -3.02 -4.72 1.16
C -2.97 -6.24 0.96
C -4.28 -4.20 0.45
C -3.13 -4.44 2.66
C -0.43 1.56 1.09
O 0.60 1.82 0.39
C -1.30 2.56 1.66
C -2.19 2.16 2.62
C -1.26 4.03 1.28
C -0.21 4.38 0.22
C -2.63 4.43 0.71
C -0.97 4.87 2.53
H -4.12 1.39 6.00
H -4.27 2.35 4.54
H -2.72 2.27 5.40
H -5.13 -0.47 4.56
H -4.22 -1.12 3.20
H -5.00 0.45 3.06
H -3.07 -0.69 6.10
H -1.52 -0.09 5.53
H -2.30 -1.47 4.74
H -1.69 -1.18 2.76
H -2.50 -2.09 1.17
H -0.80 -5.78 -0.07
H 0.40 -4.71 -3.34
H 2.14 -4.99 -3.43
H 1.53 -3.39 -2.99
H 0.26 -6.69 -1.78
H 1.23 -6.73 -0.30
H 2.01 -6.87 -1.86
H 2.95 -3.44 -0.88
H 3.55 -5.03 -1.33
H 2.79 -4.80 0.24
H -2.90 -6.50 -0.09
H -3.88 -6.69 1.36
H -2.12 -6.68 1.50
H -4.23 -4.39 -0.62
H -4.42 -3.13 0.61
H -5.15 -4.71 0.85
H -2.22 -4.76 3.17
H -3.97 -4.98 3.09
H -3.28 -3.38 2.86
H -2.81 2.91 3.07
H -0.38 3.81 -0.69
H 0.79 4.17 0.57
H -0.28 5.44 -0.01
H -2.86 3.85 -0.18
H -2.63 5.48 0.45
H -3.43 4.26 1.43
H -0.03 4.56 2.99
H -1.76 4.77 3.27
H -0.89 5.92 2.27
C -2.27 0.85 -4.20
O -1.00 0.47 -4.73
C -0.01 0.35 -3.86
O -0.12 0.58 -2.66
N 1.16 0.01 -4.45
N 2.29 -0.23 -3.66
H -2.94 0.94 -5.05
H -2.18 1.80 -3.67
H -2.62 0.09 -3.50
H 1.14 -0.25 -5.43
H 3.10 0.30 -4.00
H 2.53 -1.22 -3.62
N 2.71 0.00 1.57
N 4.10 -0.02 1.29
C 4.58 -0.48 0.02
O 5.73 -0.84 -0.02
O 3.76 -0.38 -0.95
H 2.51 0.77 2.20
H 2.41 -0.87 2.03
H 4.71 -0.30 2.05
C 4.54 2.75 -0.47
N 4.23 3.57 -1.62
C 5.41 4.08 -2.29
C 3.03 3.48 -2.23
N 2.21 2.49 -2.00
N 2.73 4.49 -3.12
C 1.60 4.34 -4.00
C 3.02 5.88 -2.79
H 5.17 3.33 0.21
H 5.08 1.84 -0.74
H 3.61 2.48 0.04
H 6.15 3.28 -2.37
H 5.86 4.89 -1.73
H 5.16 4.42 -3.29
H 1.29 2.70 -2.39
H 0.65 4.61 -3.52
H 1.54 3.32 -4.38
H 1.74 5.02 -4.85
H 3.72 5.94 -1.97
H 2.09 6.39 -2.50
H 3.44 6.39 -3.66
```

Values from the calculation:
- LUMO (spin up / spin down) (eV) = -4.06 / -4.09
- net charge = +1
- HOMO energy (spin up / spin down) (eV) = -9.858 / -9.853
- ΔE to the lowest compared entry with this formula, charge and spin (kJ/mol) = 50.6
- frontier orbital gap (spin up / spin down) (eV) = 5.8 / 5.8

Atom charges from the Löwdin analysis, given in e for atoms 1 to 4: atom 1 (La): 2.062, atom 2 (C): -0.053, atom 3 (C): -0.549, atom 4 (C): -0.028



- What is the net charge in the first record?
  0



- net charge of number 1 (C36H62F6N4O10PS5)?
  0